{
  "formula": "C28H72F2HgN5O16S2",
  "method": "wB97M-V/def2-TZVPD",
  "symbols": ["Hg", "N", "S", "O", "O", "F", "S", "O", "O", "F", "C", "C", "O", "O", "H", "H", "H", "H", "H", "H", "C", "C", "O", "O", "H", "H", "H", "H", "H", "H", "C", "O", "C", "C", "N", "C", "C", "O", "C", "H", "H", "H", "H", "H", "H", "H", "H", "H", "H", "H", "H", "H", "H", "H", "C", "O", "C", "C", "N", "C", "C", "O", "C", "H", "H", "H", "H", "H", "H", "H", "H", "H", "H", "H", "H", "H", "H", "H", "C", "O", "C", "C", "N", "C", "C", "O", "C", "H", "H", "H", "H", "H", "H", "H", "H", "H", "H", "H", "H", "H", "H", "H", "C", "O", "C", "C", "N", "C", "C", "O", "C", "H", "H", "H", "H", "H", "H", "H", "H", "H", "H", "H", "H", "H", "H", "H"],
  "xyz": [[4.65839, -2.63578, -1.58512], [1.51192, -1.47538, 0.28679], [0.94153, -1.44185, 1.68043], [-0.36811, -2.11349, 1.97717], [1.42407, -0.39126, 2.60798], [1.89226, -2.69798, 2.03783], [0.09576, -0.63449, -0.32964], [0.08771, 0.80051, -0.00251], [-1.15347, -1.37650, -0.52793], [0.64041, -0.59675, -1.83668], [7.74518, -2.17610, 3.46112], [9.25917, -2.22668, 3.72508], [10.01987, -3.37460, 3.57192], [7.57509, -2.50450, 2.06688], [7.22791, -1.28858, 3.82560], [7.25555, -2.96198, 4.03623], [9.51110, -1.90368, 4.73518], [9.71223, -1.48155, 3.07115], [10.85981, -3.14304, 3.16883], [8.22084, -3.18144, 1.85156], [-4.53041, -5.79406, -5.52550], [-3.95065, -5.09293, -4.29533], [-3.43513, -5.98634, -3.30093], [-3.58533, -6.38416, -6.31250], [-4.97600, -5.07905, -6.21708], [-5.33128, -6.50459, -5.32096], [-4.66502, -4.40655, -3.84074], [-3.08548, -4.54752, -4.67232], [-3.21697, -5.33801, -2.62738], [-2.97956, -5.64699, -6.41841], [-5.76620, 1.52602, 4.37017], [-6.26988, 2.07987, 5.59043], [-7.47369, 1.37187, 6.00531], [-7.97921, 1.85912, 7.34766], [-6.80395, 1.73035, 8.15783], [-6.76891, 2.09683, 9.53217], [-7.42402, 1.00375, 10.45294], [-7.36695, 1.52692, 11.84663], [-7.76478, 0.52873, 12.81617], [-4.79683, 2.02440, 4.36400], [-6.40637, 1.88808, 3.56569], [-5.50158, 0.47470, 4.25702], [-7.18724, 0.32556, 6.11160], [-8.30979, 1.38549, 5.30615], [-8.70742, 1.08579, 7.59217], [-8.38151, 2.87215, 7.34563], [-5.96684, 1.97567, 7.64876], [-7.12475, 3.09806, 9.77511], [-5.73561, 2.16562, 9.87224], [-6.97301, 0.01218, 10.41420], [-8.50131, 1.01950, 10.28775], [-7.87914, -0.45984, 12.37151], [-8.69689, 0.71993, 13.34788], [-6.99890, 0.48785, 13.59068], [3.35108, -5.06945, -4.98390], [3.76593, -5.06143, -3.59807], [3.18574, -6.23967, -3.03560], [3.54317, -6.35881, -1.51858], [4.83540, -6.01170, -1.08990], [5.68275, -7.08299, -1.76650], [7.12252, -6.92605, -1.32510], [7.25169, -5.52691, -1.24086], [8.41360, -5.03116, -1.95715], [2.36251, -5.45699, -5.23013], [4.01646, -5.63572, -5.63559], [3.33397, -4.06535, -5.40767], [3.54217, -7.17724, -3.46225], [2.10474, -6.26200, -3.17370], [3.24315, -7.39537, -1.36479], [2.88377, -5.69455, -0.95995], [4.93666, -6.22309, -0.10746], [5.61335, -6.94437, -2.84543], [5.50512, -8.14598, -1.60334], [7.73856, -7.27147, -2.15534], [7.23613, -7.34703, -0.32612], [8.39275, -5.37542, -2.99114], [9.31177, -5.27042, -1.38781], [8.33185, -3.96445, -2.16585], [-4.65973, 7.52483, -4.22327], [-4.66152, 6.13146, -3.95860], [-4.35544, 5.27808, -5.11214], [-4.74064, 3.80304, -4.80378], [-4.86117, 3.02128, -6.03135], [-6.27345, 2.74505, -6.22344], [-6.33932, 1.93540, -7.47979], [-7.53324, 1.96108, -8.17993], [-8.78421, 1.68760, -7.49389], [-4.87622, 8.06367, -3.30084], [-5.45626, 7.81699, -4.90759], [-3.72172, 7.93631, -4.59599], [-3.31996, 5.13810, -5.42244], [-4.97288, 5.64406, -5.93247], [-5.44192, 3.69155, -3.97681], [-3.80872, 3.39171, -4.41595], [-4.62461, 3.60139, -6.82356], [-6.74951, 3.72445, -6.17602], [-6.46736, 2.14614, -5.33361], [-6.05097, 0.88621, -7.54425], [-5.64770, 2.29656, -8.24093], [-9.08535, 2.61478, -7.00631], [-8.74305, 0.79287, -6.87271], [-9.51785, 1.49691, -8.27716], [3.43642, 4.63001, -2.84527], [4.11831, 4.77814, -1.60028], [3.33375, 5.61762, -0.73629], [3.66038, 5.39266, 0.86456], [5.14602, 5.31668, 1.16563], [5.46937, 4.11661, 1.96763], [6.94699, 4.00628, 2.23813], [7.55924, 3.78093, 0.97805], [8.99805, 3.73864, 1.26460], [3.99369, 4.19498, -3.67491], [3.13632, 5.66181, -3.02809], [2.56481, 3.98096, -2.76094], [2.25303, 5.47879, -0.70690], [3.40898, 6.65552, -1.06065], [3.11996, 4.50849, 1.20261], [3.07003, 6.11945, 1.42258], [5.52014, 6.17101, 1.55324], [5.02507, 3.22900, 1.51723], [5.01791, 4.24708, 2.95111], [7.08723, 3.17241, 2.92596], [7.27265, 4.91850, 2.73805], [9.29834, 3.05663, 2.06006], [9.36071, 4.71951, 1.57195], [9.61392, 3.50308, 0.39664]],
  "forces_ev_per_a": [[-0.1, -0.7, 0.2], [-3.3, 2.5, -4.5], [0.4, -3.9, 9.9], [2.7, 2.8, -1.2], [-1.4, -1.7, -2.4], [0.4, 0.0, 1.0], [-1.5, 2.2, -4.8], [0.0, -3.1, 0.3], [2.8, 1.2, 1.1], [0.3, -0.2, 0.4], [1.2, -2.8, -0.3], [0.5, 3.1, 1.2], [-0.5, -2.2, -0.9], [-0.8, 1.0, 0.2], [0.5, 0.5, -0.8], [0.0, -0.3, 0.2], [-0.7, 0.5, 0.4], [-0.3, 0.5, -0.1], [-0.1, 0.0, 0.0], [0.1, -0.2, 0.2], [-1.9, 0.8, 0.6], [0.1, -0.7, -0.6], [-0.5, 0.5, -0.3], [1.9, -1.0, -0.5], [-0.7, 0.9, 0.7], [0.2, -0.2, 0.4], [-0.2, 0.1, -0.2], [0.0, 0.6, -0.1], [0.3, -0.5, 0.6], [0.7, -0.4, -0.6], [1.0, 1.9, 0.2], [-1.8, -1.6, 0.2], [0.3, 0.2, -0.5], [1.4, -0.9, -0.6], [0.3, 0.3, 0.9], [0.7, -1.2, 1.5], [-0.9, 2.4, 1.7], [0.0, -1.2, -0.8], [0.5, 0.2, -0.2], [0.1, 0.1, -0.8], [0.2, -0.3, -0.3], [-0.8, -0.4, 0.7], [-0.1, -0.2, 0.1], [0.2, 0.4, -0.6], [-0.5, 0.4, 0.5], [-0.3, 0.1, -0.1], [0.0, -0.1, -0.1], [-0.8, 0.1, -0.1], [0.2, -0.2, -0.3], [0.1, 0.1, -0.3], [-0.1, -0.7, -0.7], [0.2, 0.0, -0.1], [-0.2, 0.6, -0.4], [0.1, -0.1, -0.1], [0.4, 0.9, -0.9], [-1.3, -1.1, -1.3], [1.1, 0.3, 1.5], [-3.5, 1.2, -0.5], [1.6, -3.2, -1.6], [1.4, 0.9, -0.1], [-1.1, 1.4, -0.7], [2.0, 1.6, -0.6], [-1.1, 0.0, 0.2], [-0.3, -0.2, 0.9], [0.4, -0.2, 0.4], [0.3, 0.2, 0.5], [0.4, 0.2, -0.8], [-0.1, 0.2, 0.3], [0.1, -0.3, 0.7], [-0.5, -0.2, 0.0], [-0.1, 0.6, 0.5], [0.0, 0.3, 0.1], [-1.3, 0.0, 0.5], [0.4, -0.7, 0.6], [0.6, -0.4, -0.2], [0.4, -0.8, 0.1], [0.2, 0.0, -0.4], [-0.2, 0.3, 0.9], [-0.2, 0.2, 0.1], [1.1, -0.8, -1.0], [-1.8, -0.1, 1.1], [2.9, 0.6, 0.5], [-0.8, 0.5, 0.4], [1.4, -1.2, 0.8], [-0.4, -0.5, -1.9], [-2.6, 0.2, -0.6], [1.1, 0.5, -1.1], [0.0, -0.3, 0.2], [-0.1, -0.2, -0.3], [0.3, -0.3, -0.1], [0.3, 1.2, 0.2], [0.1, 0.1, -0.4], [-0.7, -0.1, -0.7], [0.0, 0.1, 0.8], [0.6, 0.2, -0.1], [-1.1, -0.3, -0.5], [-1.0, 0.0, -0.1], [0.4, -0.4, 1.7], [0.3, 0.8, 0.2], [-0.1, -0.3, 0.6], [0.1, 0.2, 0.4], [0.1, 0.0, -0.1], [-0.6, 0.7, 0.5], [-0.7, -0.4, 1.0], [0.6, -0.4, 1.9], [1.2, 0.1, -2.1], [-2.8, -1.1, 0.4], [0.0, 1.2, 0.0], [-1.2, -0.4, -1.1], [2.4, -0.1, 1.4], [-0.1, 0.5, -0.7], [0.8, 0.3, 0.5], [-0.4, -0.2, -1.1], [-0.3, 0.1, 0.3], [-0.2, -0.8, -0.7], [0.7, 0.3, 0.3], [0.7, -0.7, -0.4], [0.6, 0.9, -0.1], [0.1, 0.1, -0.1], [0.2, 0.1, -0.2], [-0.4, -0.1, 0.4], [0.3, -0.2, 0.1], [0.4, 0.2, -0.1], [-0.5, -0.3, 0.1], [-0.3, 0.3, 0.1], [-0.6, -0.2, -0.3]],
  "spin_multiplicity": 1,
  "homo_energy_ev": -10.1,
  "orbital_gap_ev": 0.99,
  "e_tot_ev": -101665.9175,
  "charge": 1,
  "e_above_lowest_kj_mol": 1118.74
}

---

{
  "formula": "C2H4CuO4S",
  "method": "wB97M-V/def2-TZVPD",
  "symbols": ["Cu", "S", "O", "O", "O", "O", "C", "C", "H", "H", "H", "H"],
  "xyz": [[0.82834, 0.57939, -1.35936], [2.39867, -0.01467, 0.59608], [3.75860, -0.51477, 0.21752], [2.09473, 1.33974, -0.16512], [1.29043, -0.90791, -0.22221], [-0.96080, 0.25183, -1.11195], [-1.11686, -0.69449, 0.27806], [-1.69698, 0.63977, 0.02992], [-0.82894, -1.73531, 0.11056], [-1.62880, -1.04374, 1.18330], [-1.37531, 1.46940, 0.66706], [-2.76307, 0.63074, -0.22384]],
  "forces_ev_per_a": [[-0.4, 0.3, -0.4], [2.2, 0.9, 0.5], [-2.4, 0.5, 0.1], [0.8, -0.7, 0.5], [-0.2, -1.0, 0.5], [-0.5, 3.6, -4.8], [-1.4, -2.7, 5.4], [1.0, -1.3, -1.6], [0.7, 0.6, -2.3], [0.0, 0.0, 2.0], [0.2, -0.1, -0.2], [0.0, 0.0, 0.5]],
  "spin_multiplicity": 2,
  "homo_energy_ev": [-8.8, -8.6],
  "orbital_gap_ev": [5.35, 6.20],
  "e_tot_ev": -65793.2586,
  "e_above_lowest_kj_mol": 630.49,
  "s2": 1.225
}

---

{
  "formula": "C5H14",
  "method": "wB97M-V/def2-TZVPD",
  "symbols": ["C", "C", "H", "H", "H", "H", "H", "H", "C", "C", "C", "H", "H", "H", "H", "H", "H", "H", "H"],
  "xyz": [[1.07221, 1.55821, -2.39954], [1.92390, 0.25415, -2.45307], [1.61114, 2.37249, -2.81826], [0.22702, 1.41106, -3.09949], [0.63144, 1.77989, -1.35510], [2.09455, -0.35978, -1.59290], [1.82171, -0.27743, -3.32161], [2.92164, 0.67779, -2.30819], [-1.06838, -0.09470, 1.36787], [-1.67755, -1.32743, 0.84315], [-0.50183, -0.40196, 2.90760], [-0.22221, 0.22983, 0.69556], [-1.78866, 0.67840, 1.40646], [-2.15946, -1.80408, 1.71362], [-1.40313, -0.62338, 3.52656], [0.20452, -1.28009, 2.86643], [-1.08127, -2.06524, 0.43143], [-2.59345, -1.17720, 0.22628], [-0.01217, 0.44949, 3.36319]],
  "forces_ev_per_a": [[-2.0, -1.8, 1.1], [1.6, 3.2, 2.5], [0.6, 0.9, 0.0], [0.0, 0.2, 0.5], [0.8, -0.2, -1.7], [-1.5, -0.8, 0.8], [-0.1, -1.3, -2.1], [0.7, -0.1, -1.2], [3.3, -0.2, 1.6], [-3.7, -0.2, 1.2], [-0.9, -0.3, -2.1], [-0.8, -0.1, 0.8], [-0.7, 1.0, 0.2], [0.1, -0.3, -0.1], [0.7, -0.1, -0.4], [-0.8, 0.8, 0.1], [1.6, -1.2, -1.0], [0.9, 0.2, -0.3], [0.3, 0.3, -0.1]],
  "spin_multiplicity": 2,
  "homo_energy_ev": [1.5, -7.4],
  "orbital_gap_ev": [2.68, 11.68],
  "e_tot_ev": -5409.2065,
  "charge": -1,
  "e_above_lowest_kj_mol": 125.66,
  "s2": 0.750
}

---

What is the formula in the third record?
C5H14